19
Properties=species:S:1:pos:R:3:forces:R:3:nbo_charge:R:1 method="wB97M-V/def2-TZVPD" spin_multiplicity=1 total_energy_ha=-704.1125 e_homo_ev=-8.540 gap_ev=4.3 fmax_ev_per_a=7.4 lumo_energy_ev=-4.286 relative_energy_ev=8.863 total_charge=0
N 0.424 -2.970 0.596 -0.661 3.695 1.815 -0.9289
C 0.543 -0.500 -0.076 -0.067 3.681 -3.176 -0.1833
C 0.728 0.371 1.113 -1.325 -2.642 2.123 -0.5492
S -0.802 0.625 2.175 0.612 0.342 -0.994 -0.1046
C -0.652 -0.279 -1.000 -1.252 0.943 0.962 -0.2703
N -0.444 0.857 -1.922 5.883 -1.549 4.265 -0.7444
H -0.397 -3.088 1.124 -1.413 0.417 0.533 0.3527
H 0.794 -3.845 0.401 1.612 -1.211 -1.977 0.3851
H 1.400 -0.552 -0.752 0.464 -0.314 0.534 0.2411
H 1.031 1.385 0.867 0.319 1.034 -0.819 0.3484
H 1.401 -0.121 1.835 0.386 0.519 -0.553 0.2545
H -1.024 1.777 1.493 -0.273 -0.126 0.245 0.1952
H -0.870 -1.099 -1.675 0.082 -0.642 0.177 0.2465
H -1.553 -0.154 -0.339 0.629 0.002 -0.499 0.2089
H 0.116 1.584 -1.353 -1.746 0.235 -1.176 0.4425
H -1.273 1.037 -2.304 -3.851 1.409 -2.279 0.3695
H 0.109 3.768 -0.348 0.064 -0.479 0.116 0.4489
H 0.370 -1.616 0.313 0.274 -4.840 0.673 0.3201
O 0.099 2.816 -0.147 0.266 -0.475 0.032 -1.0327